8
Properties=species:S:1:pos:R:3:lowdin_charge:R:1 method="wB97M-V/def2-TZVPD" charge=0 lumo_ev="-1.36 / -1.41" e_above_lowest_kcal_mol=144.7 gap_ev="7.68 / 7.67" multiplicity=1
C 0.106 -2.328 -0.429 -0.4097
C -0.058 0.873 0.099 0.1603
C -0.296 2.130 -0.064 -0.0977
C 0.772 -1.613 0.475 0.0662
N -0.262 -2.994 -1.321 0.1535
H -1.284 2.571 -0.085 0.0638
H 0.515 2.839 -0.179 0.0649
H 0.507 -1.478 1.504 -0.0013